1.
Below is 7 unconnected molecules or ions with the total composition C34H59BBrN2O19P2, with properties calculated with ωB97M-V with the def2-TZVPD basis set.

The geometry in XYZ format:
```
118
Properties=species:S:1:pos:R:3:forces:R:3
C 2.771184 1.900556 -2.597201 -0.04 -0.07 0.01
C 1.451384 2.525488 -3.043446 0.18 -0.29 0.14
C 0.984489 2.065078 -4.432650 -0.10 0.23 0.11
N -0.046562 1.031348 -4.412351 0.42 -0.10 -0.28
C 0.313171 -0.344477 -4.045487 -0.49 -0.01 -0.02
C 1.598574 -0.900705 -4.669783 0.21 -0.04 0.14
O 1.478331 -1.370375 -6.005832 -0.04 -0.02 0.04
C 1.217158 -0.404362 -6.992015 0.04 -0.03 -0.03
O 0.434898 -0.426780 -2.663500 0.22 0.36 0.06
B -0.916863 -0.543533 -2.060401 -0.13 -0.57 0.00
C -0.720393 -1.352284 -0.644379 0.02 -0.05 -0.03
C -1.226443 -2.770343 -0.610016 0.01 0.13 -0.03
C -0.324627 -3.834779 -0.005595 0.16 0.16 -0.10
N -2.388419 -3.054860 -1.035803 -0.10 -0.10 0.05
P -1.803184 1.241109 -1.628673 0.20 0.33 -0.02
O -2.640017 1.622754 -3.013703 -0.21 0.14 0.06
Br -3.599059 0.526729 -0.365357 -0.07 -0.08 0.04
O -1.706014 -1.183061 -3.140159 -0.06 0.18 0.03
C -0.966541 -1.206320 -4.322445 0.03 -0.10 -0.05
P -0.734380 -2.983628 -4.707906 0.10 -0.15 0.27
O 0.426897 -3.719374 -4.181006 0.00 0.02 -0.15
O -2.100424 -3.635577 -4.202359 -0.17 0.07 -0.47
O -0.834802 -3.046482 -6.320435 -0.03 -0.29 -0.07
H 3.059954 2.259704 -1.606765 0.03 0.08 -0.03
H 2.663127 0.818953 -2.516007 0.01 -0.03 -0.03
H 3.581751 2.127548 -3.295248 0.00 0.02 0.02
H 0.692249 2.244237 -2.314059 -0.13 0.19 -0.05
H 1.553622 3.613719 -3.034273 -0.02 0.00 -0.03
H 1.869025 1.802867 -5.032073 0.00 -0.02 0.00
H 0.530578 2.921646 -4.938593 -0.04 -0.05 -0.02
H -0.553092 1.039506 -5.284909 -0.09 0.03 0.04
H 1.886360 -1.768336 -4.081370 -0.05 -0.03 -0.04
H 2.411947 -0.169818 -4.606956 -0.07 0.08 -0.01
H 1.439481 -0.863198 -7.956504 0.02 -0.01 0.01
H 1.853605 0.479857 -6.873590 -0.04 0.02 0.02
H 0.165208 -0.099688 -7.010043 0.01 0.05 0.04
H -1.173323 -0.839094 0.211989 -0.05 0.03 -0.06
H 0.358351 -1.354041 -0.462855 -0.02 0.00 0.06
H 0.689067 -3.464114 0.144350 0.01 -0.03 -0.03
H -0.279504 -4.697985 -0.671199 -0.05 -0.06 0.09
H -0.716098 -4.137620 0.968436 -0.04 -0.08 -0.05
H -2.565661 -4.053313 -0.916861 -0.04 0.02 0.00
H -3.108031 2.452726 -2.853217 0.12 -0.16 -0.09
H -1.558648 -0.791070 -5.152235 0.07 0.06 -0.02
H -2.792861 -2.974123 -4.053316 0.22 0.01 0.43
H -0.135190 -3.631354 -6.645026 -0.04 0.22 0.07
O -4.374677 -5.745865 1.371142 -0.02 -0.08 -0.04
C -5.139460 -5.194604 0.627303 -0.03 0.20 0.12
O -4.804446 -4.852864 -0.627709 0.07 -0.27 -0.02
C -5.856896 -4.101677 -1.252785 -0.08 0.18 -0.02
C -7.119902 -4.488584 -0.486144 0.07 -0.04 0.04
C -6.564008 -4.754349 0.911500 -0.04 -0.07 -0.27
H -5.609782 -3.042381 -1.161696 0.02 0.00 0.01
H -5.880824 -4.368799 -2.306298 0.06 -0.04 0.01
H -7.891697 -3.722815 -0.523274 0.05 0.05 0.01
H -7.535362 -5.410019 -0.898741 -0.01 0.01 -0.01
H -6.521750 -3.847459 1.517119 -0.01 -0.02 0.05
H -7.092055 -5.522508 1.467580 0.00 0.07 0.12
O 5.335639 5.738558 -3.884175 0.00 -0.01 0.03
C 4.309498 6.306453 -3.641394 0.02 0.08 -0.03
O 3.100368 5.777845 -3.926846 -0.01 -0.07 -0.09
C 2.047849 6.711291 -3.614618 0.02 0.04 0.05
C 2.659292 7.660566 -2.590978 -0.03 0.02 -0.03
C 4.123646 7.674685 -3.012007 -0.15 -0.08 0.15
H 1.754193 7.216176 -4.537907 0.03 0.01 -0.01
H 1.198859 6.148088 -3.235066 0.03 -0.06 -0.02
H 2.189381 8.641440 -2.575577 -0.01 0.00 -0.02
H 2.570777 7.236349 -1.593759 -0.03 0.02 0.01
H 4.334356 8.428722 -3.773473 0.04 0.01 0.01
H 4.814638 7.804161 -2.182686 0.07 0.04 -0.06
O 2.151992 9.897330 0.508179 0.04 0.02 0.00
C 2.764254 9.098391 1.154799 -0.06 0.01 0.03
O 3.274365 7.971044 0.601033 0.03 -0.02 -0.01
C 3.874536 7.139151 1.612079 0.01 -0.09 0.08
C 4.216044 8.091712 2.749249 -0.07 0.05 -0.08
C 3.100571 9.128579 2.634692 0.22 -0.09 -0.10
H 3.152986 6.369920 1.894636 -0.02 0.01 0.01
H 4.748735 6.658207 1.178449 -0.02 0.00 -0.05
H 4.274358 7.593473 3.714132 -0.02 -0.01 0.00
H 5.184930 8.538722 2.535083 -0.11 0.08 0.16
H 2.204645 8.848383 3.192199 -0.02 0.02 0.00
H 3.398495 10.132729 2.924228 -0.10 0.03 0.02
O -8.980743 -5.170581 5.122775 0.02 0.04 0.02
C -7.857789 -5.587885 5.144174 -0.02 -0.15 0.03
O -7.073465 -5.600363 4.043374 -0.07 0.01 -0.01
C -5.814207 -6.248678 4.324678 0.13 0.02 0.04
C -5.648910 -6.144470 5.834462 -0.01 0.12 0.00
C -7.095535 -6.187530 6.312919 0.16 0.14 -0.09
H -5.882703 -7.284573 3.985444 -0.01 -0.01 0.02
H -5.040546 -5.749526 3.749187 -0.05 0.00 -0.06
H -5.023336 -6.930498 6.243152 -0.05 -0.03 -0.03
H -5.203808 -5.179886 6.087307 0.01 0.00 -0.02
H -7.443353 -7.211287 6.463029 -0.01 0.00 0.03
H -7.284994 -5.614403 7.216509 -0.09 -0.07 0.03
O 7.333733 8.312423 2.537813 0.15 -0.02 -0.05
C 8.046092 7.738305 1.764156 0.02 0.07 0.02
O 8.508707 6.492810 2.005130 0.01 -0.03 0.01
C 9.403900 6.076252 0.957101 0.05 -0.01 -0.07
C 9.036827 6.938331 -0.246048 -0.07 0.05 0.03
C 8.571815 8.227627 0.428100 -0.05 -0.22 -0.09
H 10.427326 6.250658 1.296224 0.00 0.01 -0.01
H 9.261670 5.011376 0.794359 -0.04 0.00 0.04
H 9.861865 7.066968 -0.942675 0.03 0.01 0.04
H 8.205941 6.483820 -0.786688 0.02 -0.01 -0.02
H 9.393712 8.919328 0.623091 -0.01 0.03 -0.01
H 7.789329 8.752312 -0.113470 0.02 0.10 0.05
O -5.344655 -8.653482 7.896917 0.00 -0.04 0.13
C -4.219579 -9.053766 7.833302 -0.07 -0.10 -0.04
O -3.518166 -9.027655 6.675986 0.01 0.01 -0.03
C -2.233531 -9.649174 6.847195 0.07 -0.03 0.03
C -1.954615 -9.575960 8.345367 -0.06 0.03 0.03
C -3.363489 -9.660411 8.929417 0.18 0.14 -0.08
H -2.302760 -10.678342 6.488582 0.00 -0.01 0.02
H -1.512866 -9.111061 6.237423 -0.04 0.04 -0.02
H -1.277745 -10.355364 8.688086 -0.03 -0.04 -0.02
H -1.512026 -8.609820 8.590352 0.02 0.00 -0.01
H -3.691276 -10.690676 9.080203 -0.02 0.00 0.02
H -3.494641 -9.107996 9.855624 -0.09 -0.06 0.03
```
Forces are in eV/Å.

Computed properties:
E_HOMO = -4.009 eV
charge = -1
LUMO level = 1.65 eV
HOMO-LUMO gap = 5.65 eV
largest force on an atom = 0.6 eV/A

---

2.
Below is C12H30O2Si2 in the gas phase in a non-equilibrium geometry, with properties calculated with ωB97M-V with the def2-TZVPD basis set.

The geometry in XYZ format:
```
46
Properties=species:S:1:pos:R:3:forces:R:3
O 1.843370 -1.496237 1.178537 1.07 0.12 1.03
O -2.210220 1.867595 -0.679628 0.38 -0.98 -2.95
C 1.520690 -1.373798 -0.147076 -0.62 0.80 -2.36
C -2.551922 2.131305 0.632936 2.51 -0.35 0.42
C 1.078693 0.092193 -0.465684 1.50 -0.50 -0.26
C -2.139255 0.846432 1.548721 -0.59 1.32 0.47
C 0.249101 0.714018 0.606375 -1.92 -0.14 1.42
C -1.053934 -0.098364 1.031873 1.64 0.64 -1.81
C 4.637026 -0.345343 0.723985 -0.08 -0.97 -1.49
C 4.036157 -3.245336 1.274812 0.57 0.01 -0.37
C 3.435622 -1.302133 3.463025 -2.43 1.42 -2.08
C -4.001765 -0.238403 -1.636597 0.04 0.06 -1.75
C -4.186791 2.705118 -2.584668 -0.80 -0.67 1.63
C -1.896440 0.697460 -3.381438 -0.35 -1.05 -0.28
Si 3.482053 -1.516848 1.579039 -0.81 -0.83 2.07
Si -3.045778 1.305769 -2.032453 -0.87 0.90 1.05
H 2.429982 -1.536210 -0.804429 -1.00 -0.35 0.34
H 0.693542 -2.071734 -0.454445 0.85 0.31 0.44
H -1.913310 3.047342 0.858186 -0.88 -1.08 0.47
H -3.580170 2.436167 0.617173 -0.80 -0.12 0.95
H 2.043897 0.631065 -0.622349 -0.71 0.08 0.23
H 0.587978 0.095719 -1.436247 -0.25 0.05 -0.11
H -3.061407 0.300526 1.720980 -0.13 -0.23 0.18
H -1.808456 1.250500 2.522835 -0.27 -0.13 -0.24
H 0.741001 0.806672 1.563509 0.91 -0.01 0.10
H -0.108415 1.708867 0.425074 0.29 0.56 -0.85
H -1.397157 -0.624674 0.119819 -0.06 -0.02 0.55
H -0.574545 -0.812207 1.729752 -1.36 0.05 0.02
H 4.571340 0.632690 1.146642 0.06 0.85 -0.11
H 5.663672 -0.726842 0.783446 -0.13 0.08 0.45
H 4.461406 -0.385301 -0.387709 -0.11 0.52 0.96
H 4.666631 -3.664253 2.102552 -0.30 0.43 -1.03
H 4.570139 -3.113584 0.291045 -0.39 -1.15 0.84
H 3.095146 -3.811341 1.234457 0.50 -0.21 -0.42
H 4.296065 -1.700674 3.838283 2.37 -1.07 1.27
H 3.459038 -0.206157 3.582177 -0.41 -0.39 0.68
H 2.541427 -1.827125 3.874505 0.63 0.74 -0.19
H -4.608412 -0.509185 -2.565302 0.58 0.20 1.38
H -4.562744 -0.253544 -0.729426 -0.61 -0.01 0.48
H -3.178561 -0.933679 -1.558475 0.02 -0.77 0.13
H -3.564870 3.306904 -3.166097 0.75 1.35 -1.26
H -5.026473 2.338486 -3.150451 -0.16 -0.26 -0.64
H -4.674231 3.347957 -1.817067 0.68 -0.52 -0.12
H -1.322221 -0.070861 -2.794988 -0.37 0.28 -0.89
H -2.474789 0.202458 -4.274119 1.10 0.86 1.81
H -1.162111 1.398588 -3.761088 -0.01 0.19 -0.15
```
Forces are in eV/Å.

Computed properties:
E_HOMO = -9.424 eV
structure (SMILES) = C[Si](C)(C)OCCCCCCO[Si](C)(C)C
LUMO level = 0.82 eV
HOMO-LUMO gap = 10.24 eV
ΔE to the lowest compared entry with this formula, charge and spin = 173.4 kJ/mol
largest force on an atom = 3.5 eV/A

---

- What is the E_HOMO in the first record?
  -4.009 eV

---

- Among the records above, which one has the lowest HOMO-LUMO gap?
  C34H59BBrN2O19P2

---

- LUMO level of number 1 (C34H59BBrN2O19P2)?
  1.65 eV